Entry 1:
{
  "formula": "C4H2O2",
  "method": "ωB97M-V/def2-TZVPD",
  "charge": 0,
  "multiplicity": 1,
  "e_homo_ev": -9.3,
  "homo_lumo_gap_ev": 8.2105,
  "species": ["O", "O", "C", "C", "C", "C", "H", "H"],
  "xyz": [[-1.413, -1.448, -0.350], [-0.055, 1.250, -0.050], [-0.543, 0.323, 0.854], [-1.668, -0.401, 0.208], [1.148, 0.703, -0.171], [2.141, 0.061, -0.380], [-2.690, -0.006, 0.358], [3.045, -0.489, -0.488]],
  "forces_ev_per_a": [[-0.1755, 0.6505, 0.2788], [0.0573, -0.4880, 0.0542], [-0.2468, -0.0742, 0.0663], [-0.1137, -0.3694, -0.0752], [0.8626, -0.1029, -0.4091], [-0.2550, 0.3528, 0.2112], [-0.1102, -0.0691, -0.0791], [-0.0188, 0.1004, -0.0472]]
}

Entry 2:
{
  "formula": "C4H2O2",
  "method": "ωB97M-V/def2-TZVPD",
  "charge": 0,
  "multiplicity": 1,
  "e_homo_ev": -11.0,
  "smiles": "O=CC#CC=O",
  "homo_lumo_gap_ev": 9.9933,
  "species": ["O", "O", "C", "C", "C", "C", "H", "H"],
  "xyz": [[-2.250, -1.231, -1.614], [1.515, 1.562, 1.595], [-1.612, -1.100, -0.599], [0.593, 0.286, -0.106], [-0.382, -0.333, -0.463], [1.695, 0.969, 0.558], [-1.921, -1.552, 0.362], [2.689, 0.890, 0.089]],
  "forces_ev_per_a": [[0.3246, 0.0975, 0.4100], [0.1725, -0.1645, -0.4740], [-0.2464, -0.0649, -0.3255], [-0.5510, -0.3251, -0.0095], [0.4722, 0.2851, 0.1891], [-0.0301, 0.1908, 0.3452], [-0.0486, -0.0396, -0.1451], [-0.0932, 0.0206, 0.0097]]
}

Entry 3:
{
  "formula": "C4H2OS",
  "method": "ωB97M-V/def2-TZVPD",
  "charge": 0,
  "multiplicity": 1,
  "e_homo_ev": -9.5,
  "homo_lumo_gap_ev": 7.7344,
  "species": ["S", "O", "C", "C", "C", "C", "H", "H"],
  "xyz": [[-1.749, 0.693, -0.928], [1.771, -0.317, -1.570], [0.395, 0.254, 1.047], [0.140, 0.414, 2.203], [0.839, -0.163, -0.765], [-0.541, -0.332, -1.249], [-0.701, -1.166, -1.933], [-0.152, 0.616, 3.194]],
  "forces_ev_per_a": [[0.7304, -0.5075, -0.1890], [-2.7206, 0.9859, 4.6988], [2.7278, -0.7939, -4.0792], [-0.1039, 0.0897, 0.1924], [0.8385, -0.0856, -0.5713], [-1.5821, 0.2516, -0.5155], [0.2159, 0.0488, -0.0047], [-0.1060, 0.0111, 0.4685]]
}

Entry 4:
{
  "formula": "C4H2S",
  "method": "ωB97M-V/def2-TZVPD",
  "charge": 0,
  "multiplicity": 1,
  "e_homo_ev": -9.3,
  "homo_lumo_gap_ev": 7.8547,
  "species": ["S", "C", "C", "C", "C", "H", "H"],
  "xyz": [[1.422, 0.970, 0.008], [-0.687, -0.590, 0.013], [0.581, -1.203, 0.031], [-0.385, 0.768, -0.019], [1.778, -0.669, -0.004], [-1.782, -0.907, 0.213], [-0.928, 1.632, -0.242]],
  "forces_ev_per_a": [[-1.5538, 0.3020, -0.3093], [-2.0196, 0.8074, 0.7241], [3.3341, 2.4656, 0.0126], [2.6727, -1.5682, -0.1401], [-3.4642, -2.9374, 0.2967], [2.3327, 0.0230, -0.7560], [-1.3020, 0.9077, 0.1720]]
}

Entry 5:
{
  "formula": "C4H30BO23",
  "method": "ωB97M-V/def2-TZVPD",
  "charge": -1,
  "multiplicity": 1,
  "e_homo_ev": -7.8,
  "homo_lumo_gap_ev": 8.5595,
  "species": ["O", "O", "O", "O", "O", "O", "O", "O", "O", "O", "O", "O", "O", "O", "O", "O", "O", "O", "O", "O", "O", "O", "O", "C", "C", "C", "C", "B", "H", "H", "H", "H", "H", "H", "H", "H", "H", "H", "H", "H", "H", "H", "H", "H", "H", "H", "H", "H", "H", "H", "H", "H", "H", "H", "H", "H", "H", "H"],
  "xyz": [[-1.079, 0.322, 1.600], [-2.232, -2.513, 1.368], [1.854, -2.803, -3.659], [2.230, 3.881, 0.999], [-0.744, 1.774, -0.264], [0.020, -0.554, -0.380], [-2.572, -1.093, -2.334], [0.552, 4.300, 3.845], [1.405, -5.075, -2.219], [1.181, -1.743, 2.335], [-0.594, 3.652, 0.898], [-1.290, -0.352, -4.602], [-0.775, 1.841, 3.093], [-0.025, -2.212, -1.831], [2.030, 0.778, 1.883], [-0.323, 1.953, -3.332], [-0.466, -3.113, -4.838], [2.418, -1.894, -0.344], [-0.553, 0.273, 5.268], [0.329, 5.180, -1.059], [0.847, 2.572, 6.007], [-2.240, -0.139, -0.441], [-1.931, -4.905, -3.150], [-1.949, -1.013, -1.280], [-0.892, 1.557, 1.956], [-0.583, -1.299, -1.191], [-0.712, 2.406, 0.804], [-1.008, 0.372, 0.106], [0.114, 1.996, 5.846], [1.306, -0.852, 2.032], [-0.967, -3.395, -4.045], [-0.567, 0.712, 4.392], [1.056, -2.812, -4.189], [2.131, 1.537, 2.513], [-1.017, 0.591, -4.365], [1.614, -2.329, -2.890], [-0.070, 4.521, -0.513], [1.616, -1.367, -0.504], [0.428, 5.248, 3.729], [-1.852, -0.633, -3.859], [0.507, 1.393, -3.340], [0.812, 3.278, 5.355], [-1.980, -4.439, -2.300], [0.079, 3.865, 3.135], [0.349, -1.664, 2.771], [1.225, -4.383, -2.832], [2.405, 3.363, 1.758], [-2.860, -1.844, 1.063], [1.059, -4.749, -1.382], [-0.572, 1.979, -2.448], [-1.432, -5.700, -2.988], [-0.705, -2.204, -5.114], [2.397, 1.010, 1.021], [0.338, 5.947, -0.496], [1.284, 3.896, 0.829], [-1.995, -2.342, 2.277], [0.336, -0.010, 5.424], [2.059, -2.766, -0.112]],
  "forces_ev_per_a": [[-0.1751, 0.0589, -2.2075], [-0.1524, -0.3281, -0.9193], [1.5926, -0.6001, -0.9921], [0.4177, 0.7512, -1.4280], [-0.1081, -2.1453, -2.5877], [0.7151, 3.1016, 1.7974], [-0.2619, -1.7238, 1.3138], [0.3727, 0.4675, 0.2634], [-0.1950, -1.6405, 1.3719], [0.2529, -0.9666, 0.0205], [-0.3056, -2.9012, 0.3446], [0.3945, 1.5584, 0.2230], [0.1133, 2.0932, 2.1049], [-1.7228, 2.0454, 1.4223], [-0.2175, 1.1533, 0.6568], [2.2789, -1.1422, -2.5823], [-0.2451, 0.1237, -0.4288], [-0.2173, 0.0365, -0.1377], [-1.0111, 0.1140, -0.3467], [0.5467, 0.6406, -1.1738], [1.2035, 0.5778, 0.6297], [-1.6833, 3.1657, 3.6412], [-0.5622, 0.7675, 0.3119], [-3.2222, 0.7763, -6.1986], [0.2362, -2.6705, 1.6626], [4.4477, -7.4403, -3.4533], [0.1287, 6.9291, 1.0149], [-0.0253, -1.5323, 1.6986], [-0.8718, -0.5657, -0.1863], [0.6666, 0.6957, -0.3486], [0.0199, 0.3552, -0.6932], [0.0587, -0.3104, 0.4927], [-0.7445, -0.0462, -0.6172], [0.0333, -1.0945, -0.9751], [-0.6658, -1.7053, -0.3990], [-0.1576, 0.7890, 1.3766], [-0.6485, -0.7069, 0.4589], [0.8846, -0.5173, 0.2346], [0.0269, -0.1565, -0.0970], [0.1897, 0.0325, -0.3481], [-1.2647, 1.0613, 0.0176], [-0.2073, 0.0402, -0.1684], [0.0958, -0.3107, -0.2947], [-0.4086, -0.1177, -0.2689], [-1.0268, -0.2210, 0.6621], [0.2475, 1.3015, -1.0664], [-0.0286, -0.4828, 1.2341], [0.1680, -0.0688, 0.6363], [0.0429, -0.0163, -0.0826], [-0.7540, 0.2891, 2.6097], [0.5088, -0.3406, 0.1568], [-0.1923, -0.4795, 0.6803], [0.2236, 0.2428, 0.2196], [0.1055, 0.5346, 0.2033], [0.1025, 0.0047, 0.2505], [-0.1179, 0.3659, 0.2697], [0.8464, -0.2626, 0.0254], [0.2722, 0.4206, -0.0048]]
}